C29H33BN8SiZr | ωB97M-V/def2-TZVPD

* 2S+1: 2
* charge: +1
* strongest force on any atom: 0.00846 Eh/bohr
* molecular weight: 623.8 g mol⁻¹
* electronic energy: -1924.2577 Eh
* energy relative to the best compared isomer or geometry (same formula, charge and spin): 0.0 kJ/mol
* orbital gap (alpha / beta): 6.630 / 8.386 eV
* highest occupied orbital energy (alpha / beta): -9.51 / -11.23 eV

Geometry as XYZ:
```
73
Properties=species:S:1:pos:R:3:forces:R:3
Zr 0.639 0.321 -0.284 -0.2 0.4 0.1
Si 1.837 -2.077 -1.841 0.0 0.0 -0.2
N 0.639 3.197 3.612 0.0 0.2 0.0
N -0.743 1.849 2.039 0.2 0.0 0.0
N 0.431 4.541 3.550 0.0 -0.1 0.0
N 1.658 1.151 2.601 -0.2 -0.1 -0.2
N -1.058 0.964 1.054 0.0 0.0 0.0
N 1.227 3.154 1.115 -0.1 -0.1 -0.1
N 1.151 2.525 -0.091 0.1 -0.1 0.2
N 1.622 0.075 1.767 0.0 0.1 0.0
C 2.868 -5.360 -4.132 0.0 0.0 0.1
C 4.264 -1.615 -0.372 0.1 0.0 0.0
C 3.541 -3.408 -5.365 0.0 0.0 0.0
C 2.469 -0.826 2.267 0.0 -0.1 -0.1
C 2.396 -4.547 -3.108 0.0 0.0 -0.1
C 1.941 4.596 -0.408 0.0 0.0 0.1
C -2.393 0.848 1.049 0.0 0.0 0.0
C 0.088 4.906 4.768 0.0 0.1 0.0
C 2.491 -3.158 -3.199 0.0 -0.2 0.0
C 3.070 -2.600 -4.343 0.0 0.0 0.0
C 1.574 3.397 -1.006 0.0 0.0 -0.2
C 0.386 2.739 4.869 0.0 0.0 0.1
C 2.540 0.920 3.583 0.1 0.0 0.1
C -1.427 -1.856 -1.141 0.1 0.0 -0.1
C 5.237 -0.848 0.240 0.0 -0.1 0.0
C 1.692 4.400 0.938 0.1 0.0 0.1
C -1.230 -1.919 -3.626 0.0 0.0 0.0
C 0.572 -0.783 -2.227 0.0 -0.2 0.0
C -2.951 1.660 2.023 0.0 0.0 0.0
C -0.930 -1.091 -2.379 0.1 0.0 0.1
C 3.438 -4.789 -5.257 0.0 0.0 -0.1
C 3.082 -0.339 3.414 0.0 0.1 0.0
C 3.213 -1.024 -1.086 0.0 0.1 0.0
C -1.665 0.255 -2.474 0.0 0.0 0.0
C 4.171 1.157 -0.536 0.0 0.0 0.1
C -1.868 2.279 2.620 0.0 0.1 0.1
C 3.203 0.374 -1.167 -0.1 0.0 0.0
C 5.182 0.543 0.177 0.0 0.1 0.0
C 0.044 3.809 5.652 0.0 -0.1 -0.1
B 0.722 2.370 2.362 0.0 -0.1 -0.1
H 3.158 -1.523 -4.439 0.0 0.0 0.0
H -1.834 3.000 3.421 0.0 0.0 0.0
H -2.751 0.132 -2.487 0.0 0.0 0.0
H -3.992 1.783 2.264 0.0 0.0 0.0
H 2.597 -1.774 1.771 0.0 0.0 0.0
H 2.310 5.487 -0.881 0.0 0.0 0.0
H -2.512 -1.973 -1.161 0.0 0.0 0.0
H 2.788 -6.436 -4.050 0.0 0.0 0.0
H -0.700 -2.873 -3.587 0.0 0.0 0.0
H -0.978 -2.848 -1.084 0.0 0.0 0.0
H 2.727 1.661 4.342 0.0 0.0 0.0
H 1.589 3.123 -2.050 0.0 0.0 0.0
H 0.453 1.691 5.111 0.0 0.0 0.0
H -1.445 0.932 -1.627 0.0 0.0 0.0
H 1.371 -2.946 -0.721 0.0 -0.1 0.0
H 4.128 2.236 -0.617 0.0 0.0 0.0
H -2.300 -2.123 -3.724 0.0 0.0 0.0
H 0.937 -0.228 -3.103 0.0 0.1 0.0
H -0.197 3.806 6.700 0.0 0.0 0.0
H -1.203 -1.362 -0.176 0.0 0.0 0.0
H -0.109 5.946 4.977 0.0 0.0 0.0
H 3.810 -0.828 4.036 0.0 0.0 0.0
H 2.497 0.873 -1.841 0.0 0.0 0.0
H 3.805 -5.421 -6.056 0.0 0.0 0.0
H 1.777 5.068 1.775 0.0 0.0 0.0
H 6.045 -1.328 0.777 0.0 0.0 0.0
H -0.902 -1.392 -4.524 0.0 0.0 0.0
H 3.989 -2.963 -6.244 0.0 0.0 0.0
H 5.940 1.137 0.671 0.0 0.0 0.0
H -1.366 0.789 -3.377 0.0 0.0 0.0
H 4.322 -2.697 -0.310 0.0 0.0 0.0
H 1.950 -5.003 -2.231 0.0 0.0 0.0
H -2.880 0.190 0.349 0.0 0.0 0.0
```
Positions in Å, forces in eV/Å.